Entry 1:
Here is a structure of composition C19H27F6MgN4O5 from OMol25. Energies are from the ωB97M-V functional and the def2-TZVPD basis.

The calculation puts the HOMO energy at -5.894 eV. As for the LUMO energy: 2.49 eV. The maximum force comes out at 0.851 eV/Å. The calculation puts the orbital gap at 8.38 eV. The calculation puts the total energy at -58095.90898 eV. Its total charge is -1. The value obtained for the energy above the lowest of the compared OMol25 structures with the same formula, charge and spin is 5.5 kcal/mol.

Last column: Mulliken charge in e.
Geometry (Å):
Mg1 -0.179 -0.828 -1.057  3.063
O1 -2.471 -1.188 -0.936  -0.555
C1 -2.834 -2.092 0.090  -0.484
C2 -1.799 -3.210 0.099  -0.934
N1 -0.464 -2.633 0.191  0.616
C3 0.528 -3.496 -0.452  -0.901
C4 0.416 -3.370 -1.991  0.517
O2 0.709 -4.344 -2.683  -0.808
O3 0.037 -2.217 -2.389  -0.780
C5 -0.073 -2.242 1.540  -0.989
C6 1.019 -1.147 1.483  0.272
O4 1.621 -0.881 2.521  -0.828
O5 1.176 -0.608 0.336  -0.685
H1 -2.593 -0.267 -0.650  0.283
H2 -2.853 -1.595 1.064  0.095
H3 -3.831 -2.507 -0.099  0.444
H4 -2.006 -3.916 0.916  0.331
H5 -1.877 -3.743 -0.850  0.457
H6 1.528 -3.150 -0.182  0.373
H7 0.431 -4.547 -0.159  0.332
H8 -0.920 -1.787 2.055  0.301
H9 0.280 -3.086 2.145  0.374
F1 6.437 -0.742 -4.340  -0.276
C7 5.287 -1.247 -4.839  0.836
F2 5.167 -0.776 -6.098  -0.272
F3 5.465 -2.580 -4.942  -0.253
C8 4.105 -0.893 -3.987  0.399
C9 4.266 -0.695 -2.625  -1.153
C10 3.141 -0.369 -1.880  -0.396
N2 1.931 -0.243 -2.412  0.061
C11 1.786 -0.443 -3.719  -0.121
C12 2.846 -0.769 -4.552  -1.004
H10 5.236 -0.791 -2.160  0.428
H11 3.201 -0.209 -0.810  0.571
H12 0.782 -0.349 -4.109  0.416
H13 2.694 -0.928 -5.610  0.408
C13 -2.536 1.263 4.252  -0.826
C14 -2.967 2.211 3.128  -1.203
N3 -1.846 2.731 2.367  0.322
C15 -1.543 4.140 2.539  -0.758
C16 -0.987 4.473 3.924  -1.118
C17 -1.153 1.903 1.510  0.831
C18 0.126 2.442 0.942  -1.499
N4 -1.535 0.715 1.206  -0.005
H14 -3.391 0.690 4.616  0.340
H15 -2.114 1.823 5.086  0.323
H16 -1.775 0.573 3.888  0.180
H17 -3.506 3.061 3.547  0.497
H18 -3.669 1.702 2.458  0.475
H19 -2.462 4.713 2.369  0.399
H20 -0.829 4.440 1.778  0.396
H21 -1.740 4.320 4.699  0.299
H22 -0.679 5.520 3.958  0.412
H23 -0.125 3.844 4.145  0.269
H24 -0.079 3.163 0.149  0.398
H25 0.681 1.618 0.510  -0.237
H26 0.727 2.913 1.721  0.484
H27 -2.414 0.467 1.652  -0.053
F4 -1.337 0.637 -3.390  -0.283
C19 -0.917 0.935 -2.091  -0.194
F5 -0.057 2.011 -2.300  -0.295
F6 -2.068 1.583 -1.569  -0.298

Atomic forces in eV per Å
Mg -0.113 0.405 -0.200
O -0.101 0.300 0.085
C 0.080 -0.169 0.158
C -0.193 0.286 -0.099
N 0.054 -0.430 0.445
C -0.033 -0.077 -0.271
C 0.025 -0.245 -0.161
O -0.019 0.178 0.156
O 0.029 -0.756 -0.338
C 0.214 0.133 -0.038
C 0.024 -0.053 0.302
O -0.105 -0.031 -0.176
O 0.376 0.119 0.464
H -0.076 -0.119 -0.067
H -0.013 0.041 -0.026
H 0.025 0.016 -0.008
H 0.006 -0.036 -0.035
H 0.054 -0.035 0.020
H -0.016 -0.007 0.064
H -0.006 0.025 0.038
H -0.031 -0.020 -0.007
H 0.007 0.008 -0.024
F -0.088 -0.068 -0.082
C 0.120 -0.031 -0.070
F 0.028 -0.047 0.098
F -0.009 0.098 0.011
C -0.062 0.089 0.084
C -0.024 -0.006 -0.115
C 0.101 0.026 0.054
N 0.025 -0.044 0.025
C 0.090 0.001 -0.124
C 0.070 0.009 0.039
H -0.017 0.028 0.036
H -0.033 -0.033 -0.001
H -0.019 -0.007 0.017
H -0.045 0.024 0.005
C -0.060 0.107 -0.110
C 0.047 -0.146 0.006
N -0.048 0.067 0.122
C 0.056 -0.042 0.154
C -0.039 0.020 -0.164
C -0.222 0.041 0.109
C -0.067 -0.081 -0.098
N 0.153 -0.206 -0.032
H 0.027 -0.013 0.038
H 0.040 -0.016 -0.002
H -0.030 -0.050 0.041
H -0.027 0.019 -0.041
H -0.026 0.053 -0.013
H 0.043 0.035 -0.054
H -0.066 0.028 -0.024
H 0.030 -0.041 0.030
H 0.000 -0.006 0.044
H 0.013 0.016 0.026
H 0.000 0.022 -0.008
H 0.080 -0.091 -0.010
H 0.022 -0.012 -0.034
H 0.009 0.131 0.065
F 0.080 0.058 0.145
C -0.235 0.698 -0.428
F -0.192 -0.102 0.071
F 0.087 -0.061 -0.093

Entry 2:
Here is a structure of composition C19H27GeN2O2Pd from OMol25. Energies are from the ωB97M-V functional and the def2-TZVPD basis.

The calculation puts the HOMO energy (spin up / spin down) at -10.979 / -11.970 eV. As for the LUMO energy (spin up / spin down): -2.18 / -6.07 eV. The maximum force comes out at 0.215 eV/Å. The spin multiplicity is 5. The calculation puts the orbital gap (spin up / spin down) at 8.80 / 5.90 eV. The calculation puts the total energy at -87202.29293 eV. Its total charge is +1. As for the expectation value of S²: 6.05.

Last column: Mulliken charge in e.
Geometry (Å):
Pd1 -0.109 0.699 0.556  0.381
N1 1.602 0.678 -0.905  -0.357
C1 2.808 1.463 -0.604  -0.575
C2 2.546 2.969 -0.626  -0.649
C3 1.721 3.441 0.548  0.742
O1 2.312 4.394 1.219  -0.281
O2 0.629 3.039 0.899  -0.426
H1 1.857 -0.304 -0.971  0.197
H2 1.239 0.939 -1.818  0.264
H3 3.592 1.265 -1.339  0.429
H4 3.189 1.150 0.369  0.281
H5 2.013 3.263 -1.535  0.290
H6 3.496 3.505 -0.633  0.390
C4 -1.844 0.639 -2.671  -1.099
Ge1 -2.480 2.090 -1.509  0.570
C5 -4.418 2.240 -1.708  -1.170
C6 -1.582 3.764 -1.963  -0.860
C7 -2.061 1.651 0.344  -1.173
H7 -1.758 0.989 -3.700  0.424
H8 -2.529 -0.209 -2.656  0.380
H9 -0.867 0.278 -2.342  0.147
H10 -4.672 2.431 -2.751  0.372
H11 -4.809 3.057 -1.104  0.372
H12 -4.907 1.316 -1.399  0.371
H13 -1.794 4.046 -2.994  0.402
H14 -0.501 3.665 -1.848  0.036
H15 -1.916 4.569 -1.309  0.343
H16 -2.642 0.837 0.788  0.484
H17 -1.957 2.492 1.029  0.547
C8 4.201 -2.069 2.195  -0.496
C9 3.498 -0.984 2.707  -0.700
C10 2.187 -0.762 2.323  -0.467
C11 1.554 -1.652 1.447  0.066
C12 2.265 -2.741 0.932  0.125
C13 3.586 -2.937 1.304  -0.751
N2 0.248 -1.365 1.027  -0.126
C14 -0.683 -2.348 0.937  0.280
C15 -0.583 -3.576 1.637  -0.194
C16 -1.578 -4.520 1.518  -0.781
C17 -2.685 -4.281 0.706  -0.420
C18 -2.806 -3.073 0.021  -0.826
C19 -1.830 -2.111 0.142  0.085
H18 5.229 -2.234 2.489  0.432
H19 3.972 -0.312 3.410  0.454
H20 1.628 0.077 2.723  0.564
H21 1.787 -3.409 0.227  0.556
H22 4.136 -3.774 0.895  0.411
H23 0.255 -3.748 2.298  0.523
H24 -1.506 -5.447 2.071  0.392
H25 -3.460 -5.030 0.618  0.410
H26 -3.669 -2.891 -0.605  0.440
H27 -1.902 -1.170 -0.390  0.191

Atomic forces in eV per Å
Pd -0.066 0.184 0.003
N -0.084 -0.035 -0.058
C 0.164 0.116 -0.075
C 0.022 0.008 0.064
C -0.117 0.083 0.103
O 0.042 -0.017 -0.077
O 0.074 -0.101 -0.040
H -0.002 -0.001 0.014
H 0.013 -0.003 -0.002
H -0.009 -0.031 0.023
H -0.032 0.000 0.013
H -0.051 -0.004 0.024
H 0.015 -0.035 0.001
C 0.070 0.029 0.058
Ge -0.073 -0.055 -0.008
C 0.033 0.063 -0.008
C 0.043 -0.039 -0.022
C -0.004 -0.116 0.048
H -0.011 -0.031 -0.016
H -0.026 0.017 -0.011
H 0.004 -0.015 -0.057
H -0.003 0.000 -0.001
H -0.003 -0.004 0.004
H 0.011 -0.007 0.005
H 0.004 0.007 0.000
H 0.003 0.004 -0.006
H -0.009 -0.003 0.010
H -0.012 0.025 0.016
H 0.013 -0.003 0.004
C 0.050 0.017 0.025
C -0.046 -0.006 -0.020
C 0.045 -0.042 -0.015
C -0.018 0.065 0.016
C 0.023 0.041 0.044
C -0.022 -0.030 -0.028
N -0.021 -0.080 -0.002
C -0.058 0.024 -0.041
C 0.031 -0.005 0.010
C 0.001 0.007 0.000
C -0.012 -0.038 0.011
C 0.021 0.051 -0.012
C -0.008 -0.018 0.006
H -0.001 -0.004 -0.001
H 0.006 0.000 0.002
H -0.012 -0.002 -0.008
H -0.007 -0.007 -0.003
H 0.005 0.001 0.003
H 0.003 -0.001 0.000
H 0.003 -0.003 0.001
H 0.001 -0.001 0.002
H 0.000 0.003 0.000
H 0.005 -0.004 0.006

Entry 3:
Here is a structure of composition C19H27N2Pt in a non-equilibrium geometry from OMol25. Energies are from the ωB97M-V functional and the def2-TZVPD basis.

The calculation puts the HOMO energy (spin up / spin down) at -9.293 / -11.724 eV. As for the LUMO energy (spin up / spin down): -2.36 / -5.63 eV. The maximum force comes out at 3.550 eV/Å. The spin multiplicity is 5. The calculation puts the orbital gap (spin up / spin down) at 6.93 / 6.09 eV. The calculation puts the total energy at -26353.36635 eV. Its total charge is +1. The value obtained for the energy above the lowest of the compared OMol25 structures with the same formula, charge and spin is 35.7 kcal/mol. As for the expectation value of S²: 6.04.

Last column: Mulliken charge in e.
Geometry (Å):
C1 -0.454 0.665 -2.923  1.474
C2 0.140 2.019 -2.620  -1.479
C3 0.331 -0.414 -3.610  -1.513
C4 -1.908 0.795 -3.386  -1.568
H1 -0.097 -0.633 -4.578  0.502
H2 0.335 -1.305 -2.976  0.250
H3 1.385 -0.120 -3.748  0.246
H4 -0.542 2.771 -3.009  0.464
H5 1.168 2.119 -3.062  0.300
H6 0.236 2.012 -1.471  0.390
H7 -2.058 1.666 -4.080  0.531
H8 -2.565 0.918 -2.498  0.319
H9 -2.277 -0.128 -3.927  0.310
C5 1.542 0.126 0.667  -0.049
C6 1.832 -0.582 -0.629  -0.854
C7 2.558 0.318 -1.485  -0.848
H10 1.746 -1.632 -0.769  0.809
C8 2.868 1.508 -0.769  -0.850
C9 2.354 1.387 0.538  -0.596
H11 2.638 2.033 1.372  0.571
H12 1.294 -0.449 1.567  0.641
H13 3.071 0.032 -2.391  0.610
H14 3.407 2.364 -1.200  0.479
C10 -2.032 -0.900 -0.402  0.156
C11 -0.805 -1.705 -0.050  -0.520
C12 -0.689 -2.704 -1.082  -1.477
H15 -0.424 -1.773 0.960  0.766
C13 -1.824 -2.631 -1.952  -0.195
C14 -2.601 -1.519 -1.563  -1.050
H16 -3.601 -1.368 -1.895  0.632
H17 -2.620 -0.384 0.396  0.435
H18 -0.029 -3.563 -1.047  0.535
H19 -2.144 -3.395 -2.715  0.405
Pt1 -0.210 0.295 -0.807  0.979
C15 1.130 1.860 4.859  -1.194
C16 0.156 1.351 3.895  0.684
C17 -0.856 0.443 4.180  -1.062
C18 -1.492 0.183 2.912  0.838
N1 -0.914 0.924 1.928  -0.314
N2 0.010 1.674 2.560  -0.099
C19 -2.604 -0.777 2.691  -1.326
H20 0.630 2.622 5.455  0.287
H21 1.356 0.986 5.495  0.336
H22 2.049 2.222 4.405  0.318
H23 -1.051 -0.019 5.154  0.369
H24 0.425 2.475 2.052  0.339
H25 -2.299 -1.670 2.136  0.226
H26 -3.027 -1.154 3.630  0.416
H27 -3.477 -0.339 2.178  0.378

Atomic forces in eV per Å
C -0.680 0.075 -1.463
C 1.174 -0.443 -0.394
C 0.884 0.326 0.070
C -0.544 -0.871 -0.064
H -0.041 -0.271 -0.339
H -0.023 -0.130 -0.548
H -0.435 -0.111 -0.106
H 0.197 0.507 0.520
H -0.950 0.139 0.588
H 0.275 1.991 -1.017
H 0.214 -0.603 0.643
H 0.037 0.255 -0.621
H 0.493 0.981 0.656
C 2.126 -0.780 -2.734
C -0.922 1.795 1.565
C 1.452 0.342 1.159
H 0.032 -0.508 -0.134
C -0.551 -0.496 0.407
C -0.148 -0.459 -0.469
H -0.417 -0.100 -0.344
H 0.026 0.712 -0.333
H -0.376 0.048 -0.195
H -0.227 -0.547 0.478
C 1.581 -1.225 2.526
C -2.449 1.640 -0.604
C -1.402 -0.691 -0.140
H 0.127 -0.079 -0.176
C -0.528 0.447 0.068
C 0.613 -2.394 -0.472
H -0.420 0.445 -0.406
H 0.731 -0.277 -1.309
H 0.224 0.252 -0.101
H 0.705 1.118 0.810
Pt -0.283 -1.332 1.788
C 0.211 -0.185 0.420
C -1.780 -0.355 -1.282
C 0.209 -0.180 -1.459
C 1.208 0.914 0.381
N -1.484 -0.334 1.404
N 0.961 0.349 0.732
C -0.930 -0.514 0.046
H 0.422 0.174 0.194
H 0.180 0.649 -0.003
H -0.008 0.159 0.090
H 0.055 0.194 -0.630
H -0.328 -1.086 0.660
H -0.038 0.198 0.073
H 0.394 0.249 0.012
H 0.436 0.013 0.052

Entry 4:
Here is an isolated molecule of C19H27N3OS from OMol25. Energies are from the ωB97M-V functional and the def2-TZVPD basis.

The calculation puts the HOMO energy at -7.676 eV. As for the LUMO energy: 0.73 eV. The maximum force comes out at 0.839 eV/Å. The calculation puts the orbital gap at 8.40 eV. The calculation puts the total energy at -37493.83782 eV. The value obtained for the energy above the lowest of the compared OMol25 structures with the same formula, charge and spin is 15.1 kcal/mol. Its SMILES is Cc1ccc(NC(=S)N(CCN(C)C)[C@H](C)c2ccco2)c(C)c1.

Last column: Mulliken charge in e.
Geometry (Å):
C1 2.457 -3.329 5.566  -1.423
C2 2.086 -2.634 4.291  0.787
C3 2.723 -1.468 3.894  -1.115
C4 2.362 -0.828 2.725  -0.238
C5 1.340 -1.335 1.933  0.364
C6 0.688 -2.515 2.311  0.801
C7 1.077 -3.142 3.482  -0.867
H1 0.573 -4.052 3.780  0.339
C8 -0.417 -3.088 1.470  -1.653
H2 -0.038 -3.435 0.506  0.311
H3 -1.190 -2.342 1.286  0.336
H4 -0.873 -3.936 1.975  0.402
N1 0.994 -0.723 0.720  0.166
C9 0.885 0.615 0.485  0.499
N2 0.793 1.005 -0.817  0.078
C10 0.266 2.325 -1.098  -1.693
H5 0.447 2.559 -2.143  0.525
H6 0.806 3.039 -0.472  0.381
C11 -1.249 2.419 -0.838  -0.631
N3 -1.900 3.194 -1.882  0.099
C12 -3.330 2.961 -1.902  -1.015
H7 -3.825 3.266 -0.967  0.349
H8 -3.768 3.524 -2.725  0.377
H9 -3.519 1.901 -2.066  0.238
C13 -1.611 4.609 -1.748  -1.093
H10 -0.536 4.766 -1.778  0.325
H11 -2.065 5.144 -2.581  0.376
H12 -1.999 5.029 -0.807  0.377
H13 -1.668 1.411 -0.862  0.497
H14 -1.436 2.834 0.165  0.563
C14 0.985 0.059 -1.916  -0.127
C15 -0.317 -0.572 -2.314  0.191
C16 -1.340 -0.153 -3.113  -0.077
C17 -2.340 -1.155 -3.037  -0.780
C18 -1.858 -2.107 -2.197  -0.541
O1 -0.635 -1.765 -1.750  -0.304
H15 -2.264 -3.035 -1.847  0.510
H16 -3.284 -1.159 -3.541  0.478
H17 -1.391 0.759 -3.671  0.504
C19 1.691 0.692 -3.117  -1.833
H18 2.047 -0.100 -3.771  0.415
H19 2.544 1.275 -2.779  0.438
H20 1.026 1.326 -3.694  0.393
H21 1.646 -0.729 -1.535  0.630
S1 0.853 1.728 1.710  -0.305
H22 0.546 -1.343 0.059  0.030
H23 2.871 0.073 2.422  0.553
H24 3.515 -1.055 4.501  0.348
H25 1.722 -3.106 6.340  0.284
H26 2.478 -4.408 5.427  0.362
H27 3.431 -2.999 5.919  0.368

Atomic forces in eV per Å
C -0.074 0.032 0.018
C -0.018 -0.051 -0.029
C -0.085 -0.080 -0.058
C 0.023 -0.062 -0.094
C 0.198 -0.222 0.548
C -0.028 0.225 -0.112
C 0.170 0.112 0.071
H -0.068 -0.112 0.011
C 0.069 0.045 0.058
H -0.065 -0.034 -0.102
H -0.075 0.016 -0.080
H -0.031 -0.052 -0.010
N -0.157 -0.304 -0.671
C 0.016 0.283 0.030
N 0.241 -0.430 0.271
C -0.215 0.313 0.148
H 0.000 -0.030 -0.033
H -0.014 -0.051 -0.191
C 0.113 -0.005 -0.080
N -0.106 -0.028 -0.081
C 0.082 0.013 -0.019
H -0.035 0.010 0.037
H -0.092 0.012 -0.012
H -0.068 -0.049 0.012
C -0.012 -0.097 -0.093
H 0.077 0.109 0.003
H 0.032 0.094 -0.006
H -0.007 0.017 0.055
H 0.027 0.050 0.045
H -0.026 -0.034 -0.066
C -0.019 -0.274 -0.105
C -0.104 0.514 -0.636
C 0.608 -0.172 0.306
C 0.046 -0.454 0.346
C -0.731 0.124 -0.392
O 0.398 -0.043 0.237
H 0.027 -0.150 0.091
H -0.218 -0.079 -0.076
H 0.079 0.280 -0.111
C -0.097 -0.138 0.185
H 0.000 -0.048 -0.063
H 0.067 0.075 0.015
H -0.031 0.081 -0.079
H -0.151 0.142 -0.085
S -0.072 0.409 0.552
H 0.092 0.113 -0.033
H 0.030 0.025 -0.019
H 0.097 0.034 0.069
H 0.009 -0.033 0.110
H 0.036 -0.071 0.054
H 0.065 -0.025 0.067